# 1
# C13H33BrCuO12S3

C13H33BrCuO12S3 as an isolated structure at a distorted geometry (the ωB97M-V functional and the def2-TZVPD basis, OMol25).

```
63
Properties=species:S:1:pos:R:3:forces:R:3
Br 2.105927 1.834752 -1.617692 -0.051 0.157 0.004
Cu 0.700644 -0.129586 -0.552160 0.216 -1.069 -0.158
S 2.711268 -2.680905 0.831926 -1.139 0.731 0.797
S 0.490531 2.391331 2.045694 -0.111 0.317 -0.736
S -2.313983 0.751954 -1.961135 0.351 -0.498 0.105
O -3.096665 2.185538 -1.932465 0.265 -0.624 -0.337
O 0.634349 -1.834225 -2.038711 -0.580 -0.464 -0.423
O 4.289865 -3.139103 0.876407 -0.230 0.175 0.275
O -1.156998 0.872056 -1.136310 -0.638 0.475 -0.006
O -0.357959 -4.684452 -2.880170 0.696 0.275 -0.383
O -2.162563 0.327760 -3.316519 -0.327 0.250 -0.142
O 2.750264 -1.276566 0.582440 0.633 -0.420 -0.146
O -0.237908 -1.675101 0.881006 -0.297 0.281 0.105
O 0.555758 2.466132 3.480450 0.020 0.327 -0.077
O -1.038662 2.741844 1.587105 0.941 -0.481 0.418
O 1.986454 -3.608373 0.039205 0.541 -0.241 0.031
O 0.840987 1.196883 1.370816 -0.166 0.275 0.431
C -3.547411 -0.208549 -1.150940 -0.373 0.419 -0.254
C 4.549062 -4.510591 0.725952 0.590 -1.481 -1.735
C -1.717447 3.747422 2.294217 -1.718 1.474 -0.402
C 0.767336 -2.425837 -3.228987 1.205 2.132 1.958
C 6.053710 -4.685853 0.505256 -0.186 0.849 0.920
C -0.319129 -3.585340 -3.600533 -1.436 -1.414 0.351
C 1.339624 3.798194 1.280379 -0.413 -0.804 0.942
C -2.300325 3.224192 -2.519041 -0.021 1.026 -0.134
C -2.212737 -0.845958 2.131417 -0.358 -0.246 0.372
C 2.343182 -2.882086 2.585214 -0.375 -0.607 -0.845
C -2.333748 4.773955 1.283104 0.304 -0.553 0.587
C -3.180876 4.465391 -2.562248 -1.300 -0.847 0.081
C -0.760726 -1.396021 2.104342 0.585 1.153 -0.953
H -0.069708 -3.741222 -4.677046 0.153 0.097 -0.103
H -0.166848 -0.571018 2.564903 0.005 -0.373 0.688
H -4.176352 4.146864 -2.906870 0.217 -0.196 -0.290
H 4.172900 -5.188064 1.498640 -0.040 0.528 0.511
H -3.684721 0.239782 -0.170950 0.070 -0.287 0.132
H -3.219991 -1.244618 -1.122422 0.338 0.081 0.177
H -2.866460 5.187658 -3.311111 0.386 0.334 0.474
H -1.145180 4.313482 3.027718 0.467 -0.512 0.030
H 3.262487 -2.597582 3.083844 -0.203 0.141 0.386
H 1.784131 -2.848322 -3.263918 -0.102 -0.677 -0.536
H -2.097737 4.410323 0.285242 -0.062 0.291 -0.119
H 6.351983 -5.704574 0.269878 -0.192 -0.082 -0.079
H 6.353772 -3.995471 -0.281681 0.090 -0.154 -0.130
H 0.743433 4.042305 0.409479 0.246 0.103 -0.179
H -1.387569 3.338331 -1.930884 0.018 0.086 -0.015
H -2.618753 -0.992183 3.145622 -0.194 -0.265 -0.120
H -2.588195 3.325433 2.799277 0.381 -0.458 0.282
H -3.454093 4.834633 -1.572018 0.694 0.523 -0.034
H -1.964160 5.783480 1.462351 0.201 -0.019 -0.279
H -2.803403 -1.387967 1.385616 -0.105 -0.083 0.216
H 2.056165 -3.921992 2.752322 0.418 -0.096 0.001
H -4.467053 -0.135567 -1.731165 0.051 0.046 -0.048
H 4.090432 -4.887526 -0.195031 -0.350 0.268 0.102
H 6.566269 -4.369458 1.419811 0.207 -0.099 -0.093
H 1.440972 -2.319903 2.817830 0.296 0.483 -0.144
H 0.647980 -1.647676 -4.001199 -0.244 -0.380 -0.630
H 2.329665 3.445629 1.005455 -0.020 0.019 -0.175
H -2.357665 0.229735 1.967321 0.549 -0.022 -0.406
H -1.301608 -3.072370 -3.533677 0.207 0.623 -0.228
H -3.414675 4.810840 1.418344 -0.038 -0.055 -0.190
H -0.753168 -2.283580 2.777539 -0.057 -0.037 0.214
H 1.363991 4.565939 2.051533 0.012 0.217 -0.184
H -2.008669 3.025800 -3.552776 -0.027 -0.609 0.122
```
Positions in Å, forces in eV/Å.

Properties
- M: 621.05 g mol⁻¹
- Charge: -2
- HOMO-LUMO gap (alpha / beta): 4.29 / 4.19 eV
- Energy: -6826.87448 hartree
- Energy relative to the best compared isomer or geometry (same formula, charge and spin): 0.00 kcal per mole
- 2S+1: 2
- E_HOMO (alpha / beta): -0.31 / -0.22 eV


# 2
# C5H13NS

An isolated molecule of C5H13NS at a distorted geometry (the ωB97M-V functional and the def2-TZVPD basis, OMol25).

```
20
Properties=species:S:1:pos:R:3:forces:R:3
S 1.389617 0.325723 -1.866112 0.410 0.087 0.523
N -0.021661 -0.222812 2.117658 0.238 -0.214 -0.033
C 2.053717 1.926862 -2.380102 -0.389 0.405 -0.220
C -0.754438 -0.170438 -0.249616 -0.442 -0.470 0.939
C 0.241222 0.934579 -0.558318 0.086 -0.338 -1.010
C -0.406823 -1.048031 0.987760 0.067 0.048 -1.558
C -1.544866 -2.036024 1.262277 -0.369 0.754 0.253
H -1.755303 0.226086 -0.044982 0.049 0.281 -0.206
H -1.844308 -2.699448 0.451267 0.511 -0.053 -0.179
H 2.923908 1.872306 -3.030691 -0.046 -0.495 -0.030
H 1.250330 2.408492 -2.941494 0.182 0.268 0.037
H 0.535532 -0.792686 2.735832 -0.046 0.190 0.393
H -1.317165 -2.613253 2.156036 -0.139 -0.142 0.020
H -0.256393 1.774504 -1.041966 -0.084 0.155 0.304
H 0.778508 1.240205 0.334286 0.042 0.101 -0.023
H 2.344299 2.567488 -1.548274 -0.123 -0.175 0.196
H -0.847956 -0.848274 -1.099571 -0.148 0.081 -0.087
H -0.801564 0.180284 2.625963 -0.030 -0.219 -0.075
H 0.475869 -1.598655 0.654036 0.215 -0.108 0.421
H -2.442524 -1.426908 1.436010 0.017 -0.157 0.336
```
Positions in Å, forces in eV/Å.

Properties
- M: 119.23 g mol⁻¹
- Charge: 0
- HOMO-LUMO gap: 9.33 eV
- Structure (SMILES): CSCC[C@H](C)N
- Energy: -651.23583 hartree
- Energy relative to the best compared isomer or geometry (same formula, charge and spin): 5.10 kcal per mole
- E_HOMO: -8.25 eV


Question: Which value of M does entry 1 give?
Answer: 621.05 g mol⁻¹


Question: Among the records above, which one has the highest energy?
Answer: C5H13NS